Below is C36H72ClN6OP2SbZn as an isolated structure, with properties calculated with ωB97M-V/def2-TZVPD.

Each line ends with the Mulliken charge.
Cartesian coordinates (Å):
Zn (-1.071133, -0.646563, 0.436611)  0.890
C (0.554220, 5.120943, 2.212955)  -0.920
N (0.279508, 4.018846, 1.312700)  0.465
C (0.986923, 4.086082, 0.047309)  -0.772
P (-0.157702, 2.543045, 1.980681)  -0.374
O (-0.201648, 1.548962, 0.887039)  -1.231
N (0.985855, 2.262154, 3.151005)  1.662
C (1.068898, 1.833374, 4.543346)  -0.502
C (1.965664, 2.777419, 5.358114)  -1.388
N (-1.634371, 2.792039, 2.716409)  0.689
C (-1.870259, 3.330990, 4.046633)  -1.263
C (-2.646175, 3.224976, 1.749933)  -1.445
H (0.166839, 6.051487, 1.788543)  0.301
H (1.630377, 5.248255, 2.387130)  0.238
H (0.069927, 4.950553, 3.172968)  0.260
H (0.686290, 4.988310, -0.492612)  0.398
H (0.735845, 3.210117, -0.547822)  0.142
H (2.076637, 4.123985, 0.187774)  0.121
H (1.833659, 2.035632, 2.639267)  -1.092
H (0.072261, 1.799985, 4.970126)  0.713
H (1.462170, 0.817409, 4.590706)  0.146
H (1.936980, 3.776640, 4.923975)  0.187
H (3.002310, 2.438726, 5.355360)  0.417
H (1.632877, 2.843978, 6.394961)  0.368
H (-0.958833, 3.357668, 4.636077)  0.508
H (-2.607831, 2.717653, 4.572909)  0.244
H (-2.263751, 4.351236, 3.984514)  0.279
H (-2.386505, 2.858284, 0.760084)  0.346
H (-2.714570, 4.318830, 1.710409)  0.334
H (-3.625199, 2.826194, 2.020876)  0.431
C (2.622507, -2.632903, -2.076104)  -2.206
C (1.635487, -3.798251, -1.898514)  2.800
C (2.070175, -4.571389, -0.645502)  -1.947
C (1.754349, -4.747526, -3.093381)  -2.061
P (-0.093680, -3.043428, -1.544107)  -0.255
N (0.063224, -1.847542, -0.579939)  0.159
C (-0.825568, -2.533805, -3.237105)  2.499
C (0.256247, -1.705252, -3.946234)  -1.980
C (-1.990407, -1.568828, -2.982840)  -1.644
C (-1.287217, -3.664342, -4.157814)  -2.029
C (-1.174151, -4.476356, -0.852162)  2.425
C (-2.629518, -4.007317, -0.950418)  -1.560
C (-0.859709, -4.594485, 0.647928)  -2.323
C (-1.056146, -5.846408, -1.519694)  -2.101
H (3.630225, -2.960881, -1.808206)  0.621
H (2.344092, -1.798156, -1.430187)  0.463
H (2.659443, -2.279947, -3.104979)  0.192
H (3.140453, -4.787781, -0.707876)  0.681
H (1.549260, -5.522619, -0.553466)  0.328
H (1.890574, -3.985962, 0.253794)  0.043
H (2.781732, -5.123157, -3.130587)  0.554
H (1.555610, -4.249072, -4.040775)  0.283
H (1.089760, -5.606767, -3.006805)  0.301
H (0.707769, -1.000446, -3.245864)  0.257
H (-0.199955, -1.133134, -4.758612)  0.654
H (1.034298, -2.328190, -4.384405)  0.321
H (-1.672862, -0.766818, -2.313632)  -0.242
H (-2.865428, -2.046703, -2.551819)  0.260
H (-2.292303, -1.122769, -3.935347)  0.703
H (-0.519940, -4.425309, -4.297100)  0.255
H (-1.523485, -3.241791, -5.139010)  0.540
H (-2.190463, -4.144923, -3.785329)  0.297
H (-2.713373, -2.969863, -0.631123)  -0.302
H (-3.255310, -4.609968, -0.287211)  0.758
H (-3.034784, -4.102767, -1.956449)  0.165
H (-0.751264, -3.602137, 1.087739)  0.551
H (0.046664, -5.163295, 0.846725)  0.315
H (-1.688106, -5.094670, 1.156346)  0.490
H (-1.235225, -5.795336, -2.593140)  0.293
H (-1.813521, -6.506582, -1.086016)  0.516
H (-0.085345, -6.312212, -1.352062)  0.360
Cl (-3.872534, -2.212340, 2.048521)  -0.153
C (-4.662396, -1.737526, 0.575765)  1.161
C (-5.771524, -2.464969, 0.180697)  -0.513
C (-6.387463, -2.179488, -1.025797)  -0.552
C (-5.867659, -1.171875, -1.823526)  -0.753
C (-4.769938, -0.443063, -1.403471)  -0.413
C (-4.123610, -0.685056, -0.183014)  -0.268
C (-2.962689, 0.142981, 0.221919)  -1.502
H (-6.141222, -3.261142, 0.813692)  0.452
H (-7.261372, -2.736347, -1.336766)  0.391
H (-6.326043, -0.955513, -2.780766)  0.384
H (-4.379580, 0.347136, -2.034570)  0.391
H (-3.111938, 0.524073, 1.237694)  0.875
H (-2.899363, 0.995536, -0.455245)  0.650
N (1.693409, -1.851964, 1.887276)  1.149
C (0.725480, -1.734407, 2.829366)  -0.007
C (0.907214, -2.282334, 4.119920)  -0.635
C (-0.078901, -2.146358, 5.064171)  -0.768
C (-1.210853, -1.393360, 4.757842)  -1.036
C (-1.298622, -0.848123, 3.498074)  -0.876
N (-0.400372, -1.047420, 2.526213)  1.341
H (2.414121, -2.522377, 2.100740)  0.349
H (1.335686, -1.871583, 0.893048)  -0.954
H (1.817559, -2.828957, 4.330792)  0.485
H (0.023771, -2.609546, 6.037273)  0.431
H (-2.002667, -1.240759, 5.477547)  0.525
H (-2.141089, -0.223931, 3.227632)  0.541
C (5.456132, 2.553750, 2.578531)  -1.378
C (4.421197, 1.440503, 2.685306)  0.096
Sb (3.515211, 0.757296, 0.787845)  0.366
C (5.022570, -0.787978, 0.403900)  -0.493
C (6.419456, -0.540595, 0.957888)  -1.174
C (4.542188, 2.195833, -0.511110)  -0.767
C (4.135177, 1.977758, -1.966783)  -1.239
H (5.835056, 2.816386, 3.570126)  0.415
H (5.028031, 3.453771, 2.134434)  0.250
H (6.307505, 2.254784, 1.967499)  0.279
H (3.603111, 1.764876, 3.332927)  -0.428
H (4.853236, 0.555823, 3.156844)  0.447
H (5.062171, -0.876949, -0.683487)  0.356
H (4.620003, -1.724365, 0.794899)  0.336
H (6.837780, 0.397228, 0.588617)  0.198
H (7.097288, -1.343131, 0.654965)  0.411
H (6.420296, -0.505017, 2.047999)  0.299
H (5.619791, 2.068752, -0.393931)  0.420
H (4.286051, 3.206913, -0.190709)  0.426
H (4.382600, 0.964927, -2.293371)  0.259
H (4.648990, 2.679092, -2.628092)  0.376
H (3.059842, 2.113917, -2.099869)  0.262

Forces on atoms 1 to 3 (eV/Å):
Zn 0.10 -0.09 -0.38
C -0.07 0.00 -0.15
N 0.01 -0.31 -0.02

## Properties
Orbital gap: 7.59 eV
LUMO energy: 0.54 eV
Energy above the lowest of the compared OMol25 structures with the same formula, charge and spin: 0.0 kcal per mole
2S+1: 1
E_HOMO: -7.0 eV



Below is C26H34NO2V as an isolated structure, with properties calculated with ωB97M-V/def2-TZVPD.

Each line ends with the natural charge from an NBO analysis.
Cartesian coordinates (Å):
C (2.076166, -0.361291, 2.126549)  -0.268
C (2.354737, -1.076628, 0.925084)  -0.227
C (2.231635, -0.189423, -0.176120)  -0.291
H (2.707597, -2.106873, 0.861306)  0.255
C (1.831415, 1.090268, 0.316348)  -0.296
C (1.797074, 1.005234, 1.752777)  -0.235
H (1.710344, 2.002079, -0.263528)  0.256
C (-1.074289, -2.132925, 2.563094)  -0.215
C (0.135580, -2.768764, 2.180356)  -0.211
C (0.201306, -2.796461, 0.757436)  -0.287
H (0.810640, -3.272096, 2.893561)  0.248
C (-0.953714, -2.122851, 0.229208)  -0.099
C (-1.769891, -1.752083, 1.375405)  -0.292
H (2.548566, -0.397317, -1.194176)  0.264
H (1.676366, 1.834901, 2.427055)  0.255
H (2.161343, -0.741053, 3.142024)  0.260
H (-2.808030, -1.406302, 1.317182)  0.257
H (0.938278, -3.356435, 0.171298)  0.247
H (-1.510520, -2.150696, 3.574221)  0.250
V (0.077188, -0.268459, 0.991692)  1.224
C (-1.355897, -1.939658, -1.222832)  -0.030
C (-2.873436, -1.711656, -1.344975)  -0.617
C (-0.875721, -3.072084, -2.114431)  -0.600
H (-3.390600, -2.622093, -1.017377)  0.235
H (-3.161333, -1.493889, -2.383064)  0.224
H (-3.237257, -0.885421, -0.712992)  0.214
H (-1.356862, -4.015869, -1.858931)  0.233
H (0.208815, -3.205037, -2.038049)  0.210
H (-1.098527, -2.840307, -3.161289)  0.219
C (-0.540079, -0.704651, -1.810890)  -0.554
C (-0.949188, 0.669970, -1.418720)  0.807
H (-0.653183, -0.737774, -2.889411)  0.253
H (0.533368, -0.889385, -1.613147)  0.279
O (-0.944728, 0.870999, -0.159913)  -0.616
N (-1.280093, 1.642372, -2.324759)  -0.678
C (-0.238952, 2.501634, -3.000313)  -0.209
H (-2.138515, 2.150484, -2.096370)  0.419
C (0.991126, 1.704186, -3.322693)  -0.111
C (2.243518, 2.229394, -3.006496)  -0.149
H (2.295448, 3.219369, -2.551566)  0.213
C (3.405686, 1.537873, -3.346069)  -0.228
H (4.389242, 1.974444, -3.129047)  0.233
C (3.310461, 0.272653, -3.947502)  -0.206
H (4.219133, -0.304097, -4.177642)  0.233
C (2.050802, -0.249426, -4.294458)  -0.217
H (1.956006, -1.257273, -4.720436)  0.230
C (0.914874, 0.545719, -4.100980)  -0.195
H (-0.031638, 0.267738, -4.568873)  0.223
H (0.006169, 3.349045, -2.336335)  0.207
H (-0.687000, 2.890666, -3.924290)  0.232
C (-0.195425, 0.780529, 4.582694)  -0.616
C (-1.090711, 1.325063, 3.486113)  0.253
C (-2.573212, 1.013368, 3.663443)  -0.612
C (-0.917663, 2.840149, 3.292377)  -0.615
O (-0.688511, 0.680648, 2.287863)  -0.690
H (-0.521235, 1.184387, 5.544771)  0.226
H (0.838683, 1.088539, 4.380149)  0.202
H (-0.251877, -0.316655, 4.577383)  0.212
H (-2.963488, 1.502358, 4.565910)  0.224
H (-3.123904, 1.399414, 2.789967)  0.218
H (-2.726250, -0.072403, 3.732901)  0.208
H (0.130335, 3.082038, 3.042107)  0.200
H (-1.567545, 3.180912, 2.464219)  0.218
H (-1.202635, 3.380886, 4.213177)  0.224

Forces on atoms 1 to 3 (eV/Å):
C 0.09 1.34 -0.71
C 0.36 0.65 -0.46
C -0.05 -0.16 0.59

## Properties
Orbital gap (spin up / spin down): 6.42 / 7.08 eV
LUMO energy (spin up / spin down): -4.17 / -3.57 eV
Charge: +1
Energy above the lowest of the compared OMol25 structures with the same formula, charge and spin: 48.2 kcal per mole
<S²>: 0.805
2S+1: 2
E_HOMO (spin up / spin down): -10.6 / -10.6 eV



Below is a 8-piece molecular cluster, C12H40O14 overall, with properties calculated with ωB97M-V/def2-TZVPD.

Each line ends with the natural charge from an NBO analysis.
Cartesian coordinates (Å):
O (0.433200, 1.231788, 0.206340)  -0.958
H (0.571210, 1.637658, -0.649490)  0.487
H (0.742190, 0.332328, 0.098030)  0.473
O (1.110360, -1.449622, -2.228090)  -0.965
H (1.393230, -0.725642, -2.786730)  0.513
H (1.581610, -2.211402, -2.565510)  0.489
C (3.411980, 1.686018, -2.886060)  -0.091
C (4.018880, 0.698208, -1.926860)  -0.074
O (5.402330, 0.618228, -2.147100)  -0.691
O (2.005690, 1.523808, -2.900420)  -0.758
H (3.738150, 1.569838, -3.919600)  0.157
H (3.810770, 2.668688, -2.634200)  0.180
H (3.583760, -0.272262, -2.165530)  0.141
H (3.721870, 0.968888, -0.913640)  0.187
H (5.488220, 0.415898, -3.081600)  0.466
H (1.629690, 2.239098, -3.418680)  0.488
C (-1.664880, -0.524552, 2.770700)  -0.056
C (-3.180800, -0.244652, 2.565460)  -0.104
O (-3.935810, -1.366422, 2.218940)  -0.361
O (-1.108420, 0.336678, 3.757700)  -0.553
H (-1.142360, -0.494172, 1.814590)  0.242
H (-1.499780, -1.516782, 3.190590)  0.245
H (-3.121610, 0.648918, 1.944070)  0.288
H (-3.590730, 0.079178, 3.522110)  0.213
H (-3.698930, -1.526912, 1.302570)  0.525
H (-1.694310, 0.513758, 4.497280)  0.498
C (0.169870, -2.930662, 0.597100)  -0.089
C (0.549370, -4.284082, -0.031820)  -0.095
O (-0.593160, -5.193252, -0.309140)  -0.709
O (-0.485160, -2.028592, -0.278880)  -0.801
H (1.034550, -2.435192, 1.038610)  0.178
H (-0.643550, -2.906922, 1.322280)  0.164
H (1.229110, -4.781782, 0.659800)  0.193
H (1.058960, -4.004092, -0.953790)  0.176
H (-0.853180, -5.563012, 0.537770)  0.468
H (0.043730, -1.841032, -1.057790)  0.506
C (-3.017410, 0.214248, -0.944760)  -0.114
C (-2.738220, 0.034348, -2.436690)  -0.076
O (-2.398010, 1.172098, -3.133610)  -0.720
O (-3.133690, -1.149762, -0.395030)  -0.783
H (-3.874820, 0.875778, -0.821020)  0.193
H (-2.227520, 0.760838, -0.429590)  0.172
H (-3.557250, -0.532452, -2.879450)  0.198
H (-1.907660, -0.647312, -2.620010)  0.159
H (-1.706730, 1.732348, -2.773250)  0.482
H (-2.227610, -1.448242, -0.287660)  0.512
C (-2.335720, 3.833718, 0.280760)  -0.099
C (-3.782810, 3.554088, -0.295930)  -0.083
O (-4.581320, 4.727408, -0.500800)  -0.742
O (-1.384250, 4.151318, -0.791780)  -0.742
H (-1.925820, 2.940128, 0.751480)  0.155
H (-2.264260, 4.589658, 1.062770)  0.191
H (-4.333740, 2.921558, 0.400110)  0.170
H (-3.814810, 3.035618, -1.254190)  0.190
H (-4.410820, 5.315818, -1.239920)  0.491
H (-0.751870, 4.762768, -0.407310)  0.476
C (3.797220, -1.854992, 1.893080)  -0.104
C (3.390380, -0.468272, 2.165890)  -0.086
O (4.437100, 0.182108, 2.928500)  -0.716
O (3.240940, -2.714182, 2.897480)  -0.746
H (4.885620, -1.845932, 1.834890)  0.204
H (3.427060, -2.184392, 0.922220)  0.159
H (2.355150, -0.328252, 2.477010)  0.175
H (3.400950, 0.048848, 1.206420)  0.159
H (4.005950, 0.515238, 3.718890)  0.472
H (3.917950, -3.062112, 3.482460)  0.485

Forces on atoms 1 to 3 (eV/Å):
O -0.33 0.04 0.45
H 0.15 0.22 -0.36
H 0.13 -0.35 -0.14

## Properties
Orbital gap (spin up / spin down): 9.73 / 3.21 eV
LUMO energy (spin up / spin down): -2.63 / -9.14 eV
Charge: +1
Energy above the lowest of the compared OMol25 structures with the same formula, charge and spin: 0.0 kcal per mole
<S²>: 0.756
2S+1: 2
E_HOMO (spin up / spin down): -12.4 / -12.4 eV



Below is C3HFO2Rb as an isolated structure, with properties calculated with ωB97M-V/def2-TZVPD.

Each line ends with the natural charge from an NBO analysis.
Cartesian coordinates (Å):
C (-0.368788, -2.672324, -0.154434)  0.471
C (1.092994, 1.088326, 0.410418)  -0.064
O (0.658182, -2.926452, -0.563256)  -0.471
O (-0.513611, 2.651455, -0.063036)  -0.689
C (0.725649, 2.389747, -0.009314)  0.088
F (2.442500, 0.974256, 0.555020)  -0.394
H (1.467128, 3.188686, -0.213046)  0.113
Rb (-2.203767, 0.499757, 1.357460)  0.946

Forces on atoms 1 to 3 (eV/Å):
C 1.40 -0.19 -0.51
C -0.62 -0.34 0.29
O -1.40 0.28 0.53

## Properties
Orbital gap (spin up / spin down): 5.71 / 6.11 eV
LUMO energy (spin up / spin down): -0.87 / -0.86 eV
Energy above the lowest of the compared OMol25 structures with the same formula, charge and spin: 0.0 kcal per mole
<S²>: 0.759
2S+1: 2
E_HOMO (spin up / spin down): -6.6 / -7.0 eV